This record from the Open Molecules 2025 dataset describes a single C4H8BBrS2 molecule. The level of theory is the ωB97M-V functional and the def2-TZVPD basis.

```
16
Properties=species:S:1:pos:R:3:forces:R:3
H 1.8747 -1.4286 0.0448 0.0 -0.1 0.0
S -0.5193 2.0265 2.2859 -0.5 -0.2 -0.9
C -1.4524 1.3148 -0.3009 -0.6 0.2 -0.3
H 1.2858 0.3103 1.4164 -0.1 0.0 -0.1
Br -3.3331 1.2257 -0.3038 0.4 0.0 0.0
C 0.7206 0.3159 0.4830 0.0 -0.4 -0.3
H 0.2025 -1.7756 0.4287 0.0 -0.2 -0.1
S 0.5384 -1.7936 -3.2437 0.1 -0.2 -0.2
H -1.0544 2.1359 -0.8708 0.1 0.0 -0.2
C 0.8455 -1.0996 -0.1450 0.3 0.1 0.0
B 0.5192 -1.2479 -1.6418 -0.7 0.8 0.5
H -1.2763 -0.0675 1.2724 0.0 0.0 -0.2
H 1.4566 -2.8064 -3.2486 0.1 -0.1 0.0
H -0.2670 1.0991 3.2123 0.0 -0.2 0.0
C -0.7202 0.7347 0.7851 0.8 0.1 1.7
H 1.1795 1.0563 -0.1740 0.0 0.1 0.1
```
Forces are in eV/Å.

The frontier orbital gap (alpha / beta) is 6.116 / 8.084 eV. Its LUMO energy (alpha / beta) is -0.0244 / -0.0011 Eh. Its spin multiplicity is 1. The value obtained for the HOMO energy (alpha / beta) is -0.24919 / -0.29813 hartree.

=====

This record from the Open Molecules 2025 dataset describes 5 unconnected molecules or ions with the total composition C31H28ClN4O13PS. The level of theory is the ωB97M-V functional and the def2-TZVPD basis.

```
79
Properties=species:S:1:pos:R:3:forces:R:3
H -1.0016 -6.3203 -1.3372 0.0 0.1 0.0
C 1.4322 -3.9935 5.5401 0.2 -0.2 -0.1
C 3.0340 -5.4914 3.8140 0.1 -0.1 -0.1
H -2.5445 -4.9529 -2.7078 0.1 0.1 0.0
C -1.6987 -4.4851 -2.2146 0.1 0.1 0.1
H -3.7594 0.9435 -8.3668 0.1 -1.1 1.5
S -8.7155 -2.6331 -7.9820 1.0 0.8 0.6
C 3.3705 3.7635 0.1086 0.0 0.1 -0.1
H 3.6618 -6.0809 3.1546 -0.2 0.2 -0.1
H 3.1699 4.3982 8.3764 0.1 0.1 0.0
N 2.1496 -4.2422 1.8750 0.1 0.2 -0.2
C 2.1986 -4.4925 3.3170 0.0 -0.2 0.8
C 4.6105 7.4377 6.4508 0.0 0.0 0.0
C 2.3324 1.5752 1.4958 0.1 0.3 -0.1
C 3.4973 5.2997 6.4514 0.0 0.0 0.1
O -8.7818 -0.6733 -5.7722 2.0 -0.1 -2.1
O -4.8508 -3.5646 -4.7244 -1.8 2.1 -2.5
C 1.4003 -3.7362 4.1738 -0.1 0.1 0.0
C 4.1752 6.2910 8.5421 0.0 0.0 0.1
H 5.0069 8.2825 5.8983 0.0 0.0 0.3
N 5.3474 8.4655 8.5741 0.3 0.5 0.3
O 4.5347 5.7349 1.5883 -0.2 -0.5 0.4
C 3.5748 5.2505 7.8406 0.1 0.2 -0.2
C -6.1906 -2.1130 -6.2869 4.0 0.1 0.9
O -0.9280 -0.4594 -2.5704 0.5 -0.3 0.4
C -0.3843 -2.5332 -1.7253 -0.1 -0.9 0.1
H 0.8100 -3.4152 6.2151 0.1 0.0 -0.1
H -2.6822 0.0666 -7.0883 -1.8 0.5 -0.6
C -4.6209 0.8714 -6.2379 0.6 0.3 -0.2
C 0.4841 -3.2942 -0.9442 0.0 0.2 -0.6
H 2.7066 2.7528 -1.6684 0.0 0.0 0.1
H 2.2769 -5.1966 7.1087 0.0 0.0 -0.1
O 5.7747 9.4122 7.9279 -0.2 -0.5 0.3
C 2.7705 2.7180 -0.5857 0.0 0.0 0.4
H 0.9257 -5.2623 -0.2024 0.0 0.1 -0.1
O 4.1908 4.6860 3.4508 0.0 -0.1 -0.8
C -3.7669 0.2474 -7.4476 -0.1 -0.3 -0.1
C -4.0173 -3.0328 -5.7694 3.2 -1.5 0.0
O -2.8358 -3.4221 -5.7948 -4.6 2.0 -0.2
H 3.7677 4.6087 -0.4428 0.0 0.0 0.3
C 2.2554 1.6253 0.1064 0.0 -0.1 0.0
C -1.4800 -3.1203 -2.3576 -0.2 0.0 -0.1
C -6.1796 -3.0908 -5.0069 -3.6 -0.4 1.4
C -4.2928 -1.1975 -7.9658 0.5 0.1 0.7
O 1.4182 -3.3442 1.4753 0.8 -0.6 1.1
C 3.4534 3.7021 1.4990 -0.3 -0.6 -0.4
H 1.9267 0.7225 2.0304 0.1 0.1 0.0
C 2.9330 2.6145 2.1986 0.0 -0.1 0.1
H -4.4953 2.0208 -6.2646 -0.1 -1.9 0.3
C 3.0614 -5.7396 5.1822 -0.2 0.2 -0.1
O -7.1926 -3.4053 -4.3434 4.7 1.2 -2.7
H 0.7519 -2.9534 3.7956 0.1 -0.2 -0.1
C -4.8295 -2.0596 -6.7322 -2.9 -0.3 0.5
O 5.4318 8.3636 9.7903 -0.1 0.0 -0.6
H 2.9892 2.5614 3.2805 0.1 0.2 -0.2
H 3.7058 -6.5168 5.5794 -0.1 0.1 -0.1
H -5.0532 -1.1059 -8.8266 1.0 -0.3 1.8
N 4.1064 4.7882 2.2326 0.2 0.3 0.0
O 2.8384 -4.9466 1.1498 -0.4 0.4 0.3
C 2.2588 -4.9948 6.0418 0.0 0.0 0.0
C 4.6944 7.3779 7.8413 -0.3 -0.6 -0.4
C 0.2553 -4.6593 -0.8047 -0.3 0.1 -0.2
P -7.7194 -1.2609 -6.9842 -2.8 -1.2 -1.4
C -0.8308 -5.2528 -1.4421 0.1 0.1 0.0
H -7.4932 0.8680 -7.7303 0.2 -0.8 -0.3
O 0.8540 -0.6239 -1.3514 -0.6 -0.4 -0.4
N -0.1360 -1.1004 -1.8942 -0.1 0.3 -0.2
H 3.0349 4.4822 5.9063 0.1 0.1 0.0
H -2.1633 -2.5341 -2.9621 0.2 0.0 0.1
H 3.9464 6.4245 4.6774 0.1 0.1 0.3
H -9.6710 -0.7242 -6.2184 1.0 -0.2 0.5
Cl -2.8050 -2.0050 -8.7491 -1.3 0.4 0.5
C 4.0109 6.3911 5.7575 -0.1 0.2 0.3
O -7.3643 -0.0327 -8.1179 -0.2 -0.6 3.0
H -5.7431 0.6745 -6.2859 1.6 0.1 0.0
H 1.7923 0.8078 -0.4400 0.2 0.4 0.2
H -4.1993 0.4278 -5.2660 -0.8 0.9 -1.3
H 1.3318 -2.8456 -0.4484 -0.3 0.1 -0.5
H 4.2320 6.2390 9.6240 0.1 0.2 -0.2
```
Forces are in eV/Å.

The frontier orbital gap is 7.448 eV. Its LUMO energy is -0.0748 Eh. Its SMILES is CC[C@@H](Cl)C1=C(P(O)(O)=S)C(=O)OC1=O.O=[N+]([O-])c1ccccc1.O=[N+]([O-])c1ccccc1.O=[N+]([O-])c1ccccc1.O=[N+]([O-])c1ccccc1. Its spin multiplicity is 1. The value obtained for the HOMO energy is -0.34851 hartree.

=====

Electronic energy? In order: -96663.6820, -97813.5185 eV.